1.
# C2H10BCl2CoN2O12

C2H10BCl2CoN2O12 as an isolated structure (the ωB97M-V functional and the def2-TZVPD basis, the Open Molecules 2025 dataset).

- maximum force (hartree/bohr) = 0.110
- multiplicity = 5
- charge = -2
- expectation value of S² = 6.009
- electronic energy (a.u.) = -3421.77703

Last column: Mulliken spin population.
CARTESIAN COORDINATES (ANGSTROEM)
Co: -0.33006 -0.37471 -0.81517  2.846
Cl: -2.71434 -2.32051 -0.36157  0.002
O: -1.40058 -2.77581 -0.57552  0.006
O: -2.55444 -0.91791 -0.63646  0.015
O: -3.58634 -2.94376 -1.28747  0.003
O: -3.28696 -2.49578 0.93686  0.002
Cl: 2.78230 -2.05459 -0.10660  0.007
O: 1.68354 -1.13937 -0.02505  -0.006
O: 3.43069 -2.12777 1.15650  0.003
O: 2.27350 -3.36271 -0.60528  0.000
O: 3.67487 -1.63489 -1.08073  0.002
B: -0.16392 -0.30385 -2.97924  0.035
H: 0.83847 -0.29442 -2.58004  0.022
H: -0.65526 -1.25731 -3.09652  0.010
H: -0.91115 0.19163 -2.37891  0.015
H: -0.10952 0.12654 -3.96718  0.009
C: -2.15075 0.50449 3.22760  0.013
N: -1.04528 -0.09171 2.32462  0.013
O: -0.40332 -0.97425 2.85292  0.020
O: -0.84410 0.31434 1.25898  0.002
H: -1.98928 0.27877 4.28166  0.000
H: -3.08792 0.14591 2.80190  0.000
H: -2.14820 1.59387 3.19091  -0.004
C: 1.77596 3.74443 -0.26798  0.025
N: 1.87073 2.26036 -0.05302  0.505
O: 2.94778 1.83876 0.34466  0.304
O: 0.91074 1.57721 -0.46581  0.149
H: 0.98122 4.09791 -0.92490  0.003
H: 2.66410 4.08170 -0.80236  -0.014
H: 1.54755 4.31341 0.63322  0.013

***

2.
# C2H10BrN4

A 2-piece molecular cluster, C2H10BrN4 overall (the ωB97M-V functional and the def2-TZVPD basis, the Open Molecules 2025 dataset).

- maximum force (hartree/bohr) = 0.083
- multiplicity = 1
- charge = +1
- electronic energy (a.u.) = -2874.90636
- energy relative to the best compared isomer or geometry (same formula, charge and spin) (kcal/mol) = 8.1

Last column: Mulliken charge in e.
CARTESIAN COORDINATES (ANGSTROEM)
C: -0.76568 -1.48367 0.73069  -0.886
C: -0.48860 0.99239 0.09692  0.086
N: -0.18972 1.79302 -0.93464  -0.332
N: 1.56062 0.51045 0.99470  -0.773
N: -0.67867 -0.35896 -0.16945  0.287
N: -0.97767 -0.56636 -1.55283  -0.791
Br: 2.89445 -0.34224 -0.12958  0.036
H: -0.10860 -2.32780 0.46037  0.339
H: -0.50621 -1.18801 1.72552  0.340
H: -1.74993 -1.93086 0.63904  0.361
H: -0.68547 1.55566 0.99224  0.416
H: -0.14320 1.28965 -1.88098  0.339
H: 0.29438 2.67606 -0.62856  0.286
H: 1.85750 0.19896 2.01669  0.354
H: 1.99738 1.47308 0.96950  0.391
H: -1.93712 -0.95825 -1.47701  0.279
H: -0.37346 -1.33313 -1.85262  0.268

***

3.
# C2H10F6O11PtS2

C2H10F6O11PtS2 as an isolated structure (the ωB97M-V functional and the def2-TZVPD basis, the Open Molecules 2025 dataset).

- maximum force (hartree/bohr) = 0.043
- multiplicity = 3
- charge = 0
- expectation value of S² = 2.002
- electronic energy (a.u.) = -2424.64503
- energy relative to the best compared isomer or geometry (same formula, charge and spin) (kcal/mol) = 10.6

Last column: Mulliken spin population.
CARTESIAN COORDINATES (ANGSTROEM)
Pt: 0.05544 -0.90809 -0.04346  1.655
C: -0.05463 1.49248 3.92355  0.002
F: -0.80540 2.27545 3.12704  0.000
F: 0.35350 2.18634 4.96752  0.001
F: -0.81639 0.44295 4.30876  0.000
S: 1.35781 0.83232 2.86505  0.008
O: 1.89503 2.03226 2.24603  -0.001
O: 2.28081 0.14510 3.75946  0.006
O: 0.69290 -0.06359 1.89557  0.035
C: -0.95936 1.49691 -3.66779  0.005
F: 0.21834 2.10344 -3.84296  0.000
F: -1.84608 2.05698 -4.49386  0.001
F: -0.83584 0.20640 -4.01791  0.000
S: -1.54097 1.68502 -1.90849  0.012
O: -0.74795 0.65637 -1.22624  0.088
O: -1.21848 3.03501 -1.52819  0.005
O: -2.95331 1.33946 -1.98265  0.002
O: 1.51291 -1.41581 -1.98667  0.028
H: 1.15380 -2.03753 -2.63119  -0.001
H: 2.35638 -1.13012 -2.35889  0.001
O: 1.99973 0.73578 -0.35415  0.013
H: 2.43604 1.04543 -1.15714  -0.002
H: 2.60814 0.96642 0.36693  0.001
O: -1.91125 -0.83078 1.04883  0.058
H: -2.00478 -1.16560 1.95127  -0.004
H: -2.74860 -0.38947 0.83750  -0.001
O: -1.16000 -2.40477 -1.14744  0.043
H: -1.24104 -2.61688 -2.08803  0.000
H: -1.67883 -3.07535 -0.68564  0.003
O: 1.02392 -2.69459 0.99232  0.041
H: 0.82217 -3.59680 1.26947  0.005
H: 1.75602 -2.40476 1.56139  -0.004

***

Question: Which value of electronic energy does entry 3 give?
Answer: -2424.64503 a.u.

***

Question: Which value of maximum force does entry 3 give?
Answer: 0.043 hartree/bohr

***

Question: Which value of maximum force does entry 1 give?
Answer: 0.110 hartree/bohr